DFT (the ωB97M-V functional and the def2-TZVPD basis) results for a structure of composition C2H2Br3F.

Geometry as XYZ:
```
8
Properties=species:S:1:pos:R:3
C 0.1271 0.5023 -0.2788
C -0.8858 -3.3720 -1.6968
F -0.6322 1.5962 -0.4412
Br 1.4945 0.4363 -1.6613
Br -2.3449 -2.3109 -2.0694
Br 0.5741 -3.0610 -2.7806
H -0.5033 -0.3847 -0.3774
H 0.6220 0.5546 0.6967
```

ΔE to the lowest compared entry with this formula, charge and spin	65.98	kcal/mol
orbital gap	7.94	eV
HOMO	-9.29	eV
total charge	0

So, what does the Mulliken scheme give us? The charges, in e, come out as:
1. C 0.090
2. C -0.054
3. F -0.217
4. Br -0.122
5. Br 0.012
6. Br 0.043
7. H 0.012
8. H 0.237

---

DFT (the ωB97M-V functional and the def2-TZVPD basis) results for a structure of composition C50H41N5O2P2V.

Geometry as XYZ:
```
101
Properties=species:S:1:pos:R:3
V 0.1526 -0.1973 0.0727
O 3.3371 0.4143 -2.1386
C 2.2515 0.0733 -1.7928
N 1.8902 -0.4612 -0.5247
C 2.6731 -1.4328 0.1088
C 4.0383 -1.6773 -0.0415
C 4.5662 -2.7744 0.5966
C 3.7537 -3.6347 1.3524
C 2.3961 -3.4146 1.4911
C 1.8552 -2.2916 0.8731
N 0.5050 -1.8660 0.8374
C -0.5792 -2.6830 1.2273
O -0.5421 -3.8531 1.4602
C -1.8488 -1.8786 1.3237
C -2.9853 -2.4291 1.8604
C -4.0890 -1.6080 2.0481
C -3.9970 -0.2664 1.7085
C -2.8288 0.2073 1.1538
N -1.7620 -0.5827 0.9324
C 1.0405 0.0183 -2.6895
C 1.1465 0.1827 -4.0427
C 0.0322 -0.0999 -4.8263
C -1.1258 -0.5517 -4.2168
C -1.1604 -0.6713 -2.8407
N -0.1018 -0.3809 -2.0733
H 4.6560 -1.0123 -0.6282
H 5.6272 -2.9804 0.5062
H 4.1956 -4.5065 1.8261
H 1.7735 -4.0990 2.0457
H -2.9737 -3.4770 2.1375
H -5.0045 -2.0068 2.4729
H -4.8232 0.4151 1.8683
H -2.7397 1.2446 0.8729
H 2.0955 0.4967 -4.4604
H 0.0779 0.0095 -5.9038
H -1.9984 -0.8221 -4.7967
H -2.0434 -1.0352 -2.3394
C -0.2851 3.6217 0.7633
N 0.6784 3.3514 1.7905
C 0.2268 2.3649 2.7278
P 0.7303 0.6373 2.2931
C 2.4929 0.6703 2.7246
C 3.4162 1.0754 1.7622
C 4.7423 1.2921 2.1040
C 5.1589 1.0970 3.4116
C 4.2447 0.6976 4.3802
C 2.9162 0.4865 4.0428
C -0.0971 -0.3660 3.5724
C -1.2894 0.0376 4.1727
C -1.9209 -0.7819 5.1027
C -1.3709 -2.0112 5.4396
C -0.1805 -2.4210 4.8508
C 0.4526 -1.6035 3.9273
C 1.8022 4.1951 2.0515
C 2.1654 5.2070 1.1653
C 3.2614 6.0253 1.4242
C 4.0268 5.8561 2.5660
C 3.6680 4.8515 3.4502
C 2.5743 4.0303 3.2008
P -0.4554 2.3157 -0.5809
C 0.6288 3.0362 -1.8671
C 0.1669 3.3254 -3.1523
C 1.0186 3.9021 -4.0850
C 2.3345 4.1970 -3.7441
C 2.8004 3.9106 -2.4684
C 1.9511 3.3271 -1.5375
C -2.1214 2.7455 -1.1903
C -3.0932 1.7853 -1.4702
C -4.3528 2.1537 -1.9311
C -4.6558 3.4963 -2.1046
C -3.6981 4.4647 -1.8243
C -2.4413 4.0942 -1.3730
H -0.0657 4.5496 0.2605
H -1.2827 3.7226 1.2011
H -0.8624 2.4017 2.7779
H 0.5884 2.5456 3.7317
H 3.1042 1.2471 0.7396
H 5.4466 1.6186 1.3470
H 6.1955 1.2590 3.6810
H 4.5650 0.5570 5.4054
H 2.2146 0.2021 4.8146
H -1.7453 0.9888 3.9352
H -2.8426 -0.4505 5.5714
H -1.8610 -2.6445 6.1712
H 0.2588 -3.3780 5.1155
H 1.3885 -1.9262 3.4891
H 1.6096 5.3867 0.2540
H 3.5097 6.8076 0.7132
H 4.8803 6.4962 2.7645
H 4.2430 4.6943 4.3581
H 2.3600 3.2501 3.9204
H -0.8546 3.1042 -3.4302
H 0.6526 4.1263 -5.0817
H 2.9941 4.6569 -4.4729
H 3.8250 4.1424 -2.1933
H 2.3251 3.1130 -0.5415
H -2.8736 0.7396 -1.3280
H -5.0944 1.3928 -2.1512
H -5.6372 3.7914 -2.4558
H -3.9274 5.5151 -1.9685
H -1.7016 4.8677 -1.1924
```

spin multiplicity	2
orbital gap (alpha / beta)	4.96 / 6.22	eV
HOMO (alpha / beta)	-12.29 / -12.28	eV
total charge	+2

Here are the Mulliken charges for atoms 1 to 8, given in e:
1. V -0.533
2. O -0.545
3. C -0.560
4. N 1.333
5. C -0.401
6. C -0.565
7. C -0.887
8. C -0.728

---

DFT (the ωB97M-V functional and the def2-TZVPD basis) results for a structure of composition C29H33InN8O10.

Geometry as XYZ:
```
81
Properties=species:S:1:pos:R:3
In 0.6970 0.8404 0.7040
C 2.2711 3.3649 1.1262
C 0.8566 3.8782 1.4048
N -0.0118 2.7530 1.7277
C -1.4440 2.9638 1.5730
C -1.8359 3.0478 0.1185
C -2.9881 3.7133 -0.2654
C -3.2876 3.7979 -1.6138
C -2.4063 3.2552 -2.5289
C -1.2721 2.6013 -2.0668
C -0.2794 2.0565 -3.0792
N 0.8712 1.4152 -2.4925
C 2.1222 2.1421 -2.4805
C 2.1947 3.1164 -1.3179
N 2.2729 2.4296 -0.0174
N -1.0117 2.4682 -0.7641
H 2.6269 2.8182 2.0021
H 2.9484 4.2052 0.9490
H 0.4643 4.3987 0.5287
H 0.8919 4.6010 2.2256
H 0.1355 2.4111 2.7123
H -1.7807 3.8670 2.0927
H -1.9420 2.1044 2.0300
H -3.6314 4.1559 0.4830
H -4.1838 4.3047 -1.9468
H -2.5861 3.3393 -3.5930
H 0.0105 2.8879 -3.7372
H -0.8079 1.3387 -3.7111
H 1.0037 0.4964 -2.8748
H 2.2945 2.7014 -3.4107
H 2.9296 1.4113 -2.3857
H 1.3041 3.7463 -1.3189
H 3.0655 3.7693 -1.4438
H 3.1067 1.8467 0.0062
C 4.1001 -1.6464 2.6114
C 3.0000 -0.6815 2.3239
N 2.7725 -0.1952 1.1591
O 3.6085 -0.6404 0.1320
C 2.1635 -0.1673 3.4191
C 2.3848 -0.5492 4.8472
N 1.2807 0.7062 3.0458
O 0.5815 1.3656 3.9013
H 4.3768 -2.1893 1.7123
H 3.7949 -2.3444 3.3898
H 4.9740 -1.0985 2.9709
H 2.9542 -0.9667 -0.5227
H 3.4410 -0.5261 5.1187
H 2.0116 -1.5572 5.0442
H 1.8368 0.1470 5.4773
O -3.1348 -0.7080 1.7266
C -1.9748 -0.9150 1.4181
O -1.0575 -0.0122 1.3344
C -1.5340 -2.2712 0.9373
C -2.4716 -3.1380 0.3805
C -2.0753 -4.3644 -0.1340
C -0.7403 -4.7468 -0.0739
C 0.1661 -3.8754 0.5023
C -0.2024 -2.6414 0.9965
N 1.5867 -4.2653 0.5893
O 2.3521 -3.4809 1.1227
O 1.9110 -5.3447 0.1373
H -3.5064 -2.8251 0.3544
H -2.8042 -5.0277 -0.5801
H -0.3964 -5.6954 -0.4580
H 0.5430 -1.9792 1.4133
O 1.5847 -2.5066 -1.9508
C 0.7425 -1.7744 -1.4546
O 1.0459 -0.8149 -0.6427
C -0.7222 -2.0174 -1.7623
C -1.7127 -1.1020 -1.4241
C -3.0402 -1.3524 -1.7285
C -3.3526 -2.5417 -2.3588
C -2.3928 -3.4769 -2.7034
C -1.0688 -3.1998 -2.4107
N -4.7662 -2.8249 -2.6732
O -5.5679 -1.9260 -2.5168
O -5.0417 -3.9383 -3.0714
H -1.4533 -0.1928 -0.9084
H -3.8243 -0.6561 -1.4674
H -2.6892 -4.3942 -3.1899
H -0.2818 -3.8947 -2.6695
```

ΔE to the lowest compared entry with this formula, charge and spin	41.25	kcal/mol
orbital gap	7.72	eV
HOMO	-8.16	eV
total charge	0

Here are the Mulliken charges for atoms 1 to 8, given in e:
1. In 2.595
2. C -1.048
3. C -0.621
4. N -0.384
5. C -1.675
6. C 0.842
7. C -1.225
8. C -0.734